{
  "formula": "C5H7N",
  "method": "ωB97M-V/def2-TZVPD",
  "relative_energy_ev": 6.218,
  "energy_ha": -249.2447,
  "homo_lumo_gap_ev": [8.648, 8.028],
  "e_homo_ev": [-7.98, -7.43],
  "e_lumo_ev": [0.67, 0.60],
  "species": ["C", "C", "C", "C", "C", "N", "H", "H", "H", "H", "H", "H", "H"],
  "xyz": [[1.12, -0.55, -0.19], [0.60, -0.09, 1.17], [-0.31, 1.27, -0.21], [-0.09, -0.02, -0.95], [-1.25, -0.37, 0.07], [-0.72, 0.64, 0.98], [1.31, -1.62, -0.27], [2.02, -0.02, -0.51], [1.23, 0.11, 2.03], [-0.61, 2.26, -0.54], [-0.16, -0.15, -2.03], [-0.85, -1.27, 0.70], [-2.29, -0.19, -0.25]]
}


{
  "formula": "C39H28BrN4O6Ti",
  "method": "ωB97M-V/def2-TZVPD",
  "total_charge": -1,
  "relative_energy_ev": 0.311,
  "energy_ha": -5597.1534,
  "homo_lumo_gap_ev": 7.327,
  "e_homo_ev": -4.93,
  "e_lumo_ev": 2.40,
  "species": ["Ti", "C", "O", "C", "C", "C", "C", "C", "C", "N", "N", "C", "O", "C", "C", "C", "C", "C", "C", "C", "O", "H", "H", "H", "H", "H", "H", "H", "H", "H", "H", "H", "H", "O", "C", "C", "C", "C", "C", "C", "C", "O", "N", "N", "C", "C", "C", "C", "C", "C", "C", "O", "H", "H", "H", "H", "H", "H", "H", "H", "H", "H", "Br", "C", "C", "C", "C", "C", "C", "C", "C", "C", "C", "H", "H", "H", "H", "H", "H"],
  "xyz": [[0.02, -0.25, -0.03], [-2.96, 0.80, -3.52], [-3.87, 0.92, -2.43], [-3.52, 1.78, -1.42], [-4.48, 2.67, -0.99], [-4.22, 3.58, 0.05], [-2.97, 3.59, 0.63], [-1.99, 2.68, 0.22], [-0.64, 2.82, 0.72], [0.26, 1.93, 0.50], [1.56, 2.28, 0.81], [2.33, 1.38, 0.29], [1.89, 0.39, -0.42], [3.79, 1.44, 0.53], [4.35, 2.41, 1.37], [5.71, 2.42, 1.61], [6.53, 1.47, 1.01], [5.98, 0.50, 0.18], [4.62, 0.48, -0.06], [-2.25, 1.72, -0.77], [-1.39, 0.80, -1.12], [-3.50, 0.27, -4.29], [-2.07, 0.25, -3.24], [-2.68, 1.80, -3.89], [-5.44, 2.65, -1.49], [-4.99, 4.27, 0.37], [-2.73, 4.31, 1.40], [-0.34, 3.74, 1.22], [3.69, 3.13, 1.83], [6.14, 3.17, 2.26], [7.60, 1.48, 1.20], [6.62, -0.25, -0.28], [4.16, -0.27, -0.68], [-1.64, 0.56, 5.21], [-0.30, 0.58, 5.24], [0.32, 0.89, 6.46], [1.69, 0.91, 6.56], [2.49, 0.64, 5.45], [1.89, 0.34, 4.25], [0.50, 0.31, 4.12], [-0.09, 0.00, 2.81], [0.71, -0.23, 1.82], [-1.38, -0.07, 2.67], [-1.65, -0.44, 1.36], [-2.88, -0.76, 1.12], [-3.32, -1.36, -0.10], [-4.69, -1.60, -0.28], [-5.15, -2.27, -1.39], [-4.21, -2.75, -2.33], [-2.87, -2.54, -2.16], [-2.37, -1.82, -1.04], [-1.10, -1.65, -0.91], [-1.91, 0.27, 4.30], [-0.32, 1.10, 7.31], [2.15, 1.15, 7.51], [3.57, 0.67, 5.53], [2.48, 0.14, 3.36], [-3.60, -0.63, 1.93], [-5.38, -1.24, 0.46], [-6.21, -2.44, -1.54], [-4.56, -3.29, -3.20], [-2.14, -2.91, -2.87], [0.83, -0.54, -3.03], [1.96, -1.99, -2.58], [2.74, -2.45, -3.60], [3.56, -3.58, -3.41], [3.55, -4.22, -2.21], [2.74, -3.76, -1.14], [2.73, -4.48, 0.07], [1.97, -4.06, 1.11], [1.22, -2.86, 0.99], [1.19, -2.10, -0.15], [1.94, -2.59, -1.27], [2.71, -1.96, -4.56], [4.19, -3.93, -4.22], [4.16, -5.10, -2.05], [3.34, -5.38, 0.15], [1.94, -4.61, 2.04], [0.66, -2.55, 1.87]]
}


{
  "formula": "C5H10O2",
  "method": "ωB97M-V/def2-TZVPD",
  "relative_energy_ev": 2.682,
  "energy_ha": -346.9269,
  "homo_lumo_gap_ev": 10.606,
  "smiles": "COC[C@H]1C[C@H]1O",
  "e_homo_ev": -9.70,
  "e_lumo_ev": 0.91,
  "species": ["C", "O", "C", "C", "C", "C", "O", "H", "H", "H", "H", "H", "H", "H", "H", "H", "H"],
  "xyz": [[-1.55, -1.64, 0.85], [-0.43, -1.70, 0.01], [-0.34, -0.63, -0.91], [-0.18, 0.70, -0.19], [0.93, 0.71, 0.83], [1.05, 1.52, -0.42], [1.86, 1.12, -1.48], [-1.75, -0.61, 1.18], [-1.33, -2.24, 1.74], [-2.45, -2.03, 0.37], [0.54, -0.83, -1.51], [-1.22, -0.61, -1.57], [-1.09, 1.27, 0.02], [0.78, 1.20, 1.79], [1.48, -0.23, 0.89], [0.94, 2.60, -0.30], [2.77, 1.39, -1.30]]
}


{
  "formula": "C15H29Cl17",
  "method": "ωB97M-V/def2-TZVPD",
  "relative_energy_ev": 0.412,
  "energy_ha": -8412.1675,
  "homo_lumo_gap_ev": 10.811,
  "smiles": "ClC(Cl)Cl.ClCCCl.ClCCCl.ClCCCl.ClCCCl.ClCCCl.ClCCCl.ClCCCl",
  "e_homo_ev": -10.64,
  "e_lumo_ev": 0.17,
  "species": ["Cl", "C", "C", "Cl", "H", "H", "H", "H", "Cl", "C", "C", "Cl", "H", "H", "H", "H", "Cl", "C", "C", "Cl", "H", "H", "H", "H", "Cl", "C", "C", "Cl", "H", "H", "H", "H", "Cl", "C", "C", "Cl", "H", "H", "H", "H", "Cl", "C", "C", "Cl", "H", "H", "H", "H", "Cl", "C", "C", "Cl", "H", "H", "H", "H", "C", "Cl", "Cl", "Cl", "H"],
  "xyz": [[-5.53, 0.69, 3.76], [-5.33, -0.66, 4.92], [-6.74, -1.15, 5.24], [-6.72, -2.76, 6.04], [-4.79, -0.31, 5.80], [-4.73, -1.48, 4.52], [-7.35, -1.23, 4.34], [-7.18, -0.52, 6.01], [5.67, -3.33, -3.43], [5.12, -3.60, -5.15], [6.00, -2.86, -6.10], [5.73, -1.08, -6.11], [4.05, -3.36, -5.17], [5.26, -4.67, -5.34], [5.77, -3.17, -7.12], [7.07, -3.05, -6.01], [-7.15, -4.81, -4.45], [-6.91, -4.90, -2.73], [-5.45, -4.85, -2.41], [-5.27, -5.03, -0.64], [-7.42, -5.76, -2.30], [-7.38, -4.04, -2.25], [-4.98, -3.92, -2.75], [-5.00, -5.66, -2.98], [1.18, -5.39, 5.44], [0.10, -6.21, 4.26], [-1.01, -7.00, 4.89], [-0.25, -8.22, 6.02], [0.69, -6.92, 3.67], [-0.30, -5.54, 3.50], [-1.64, -7.62, 4.26], [-1.61, -6.26, 5.42], [-5.46, 11.07, -4.36], [-5.02, 9.80, -3.10], [-5.41, 8.39, -3.60], [-4.74, 7.26, -2.41], [-5.52, 10.07, -2.16], [-3.96, 10.00, -2.92], [-4.98, 8.18, -4.58], [-6.48, 8.24, -3.65], [0.37, 0.40, -2.21], [1.33, 1.74, -1.48], [0.83, 2.13, -0.11], [0.91, 0.75, 0.96], [1.13, 2.64, -2.06], [2.39, 1.51, -1.58], [-0.16, 2.57, -0.24], [1.41, 2.95, 0.31], [10.87, 0.94, -0.55], [9.72, 1.52, -1.82], [9.01, 2.77, -1.36], [8.08, 2.54, 0.16], [9.06, 0.74, -2.19], [10.27, 1.80, -2.72], [8.17, 2.95, -2.03], [9.69, 3.62, -1.32], [3.00, 3.91, 6.29], [1.21, 3.68, 6.45], [3.76, 3.91, 7.93], [3.17, 5.47, 5.48], [3.46, 3.12, 5.70]]
}


{
  "formula": "C10H20OSi",
  "method": "ωB97M-V/def2-TZVPD",
  "relative_energy_ev": 4.562,
  "energy_ha": -757.6465,
  "homo_lumo_gap_ev": 8.430,
  "e_homo_ev": -7.89,
  "e_lumo_ev": 0.54,
  "species": ["C", "C", "C", "C", "C", "C", "C", "C", "C", "C", "O", "Si", "H", "H", "H", "H", "H", "H", "H", "H", "H", "H", "H", "H", "H", "H", "H", "H", "H", "H", "H", "H"],
  "xyz": [[3.03, 2.98, -0.64], [2.45, 1.85, -0.38], [-0.28, -3.15, 1.71], [1.01, -2.38, 1.77], [-1.02, -2.90, 0.31], [0.73, -0.89, 1.56], [-1.20, -1.42, 0.16], [0.07, -0.69, 0.19], [-1.76, 2.76, -2.07], [-0.78, 1.70, -1.99], [-0.95, 1.83, 0.93], [-0.13, 1.10, -0.25], [4.10, 2.93, -0.69], [2.62, 3.95, -0.83], [3.07, 1.09, -0.05], [-0.26, -4.24, 1.72], [-1.13, -2.77, 2.42], [1.44, -2.56, 2.72], [1.66, -2.65, 0.93], [-0.31, -3.40, -0.38], [-2.09, -3.25, 0.38], [-0.01, -0.53, 2.27], [1.74, -0.49, 1.52], [-1.87, -1.03, -0.64], [-1.79, -1.12, 1.10], [0.71, -1.13, -0.75], [-2.56, 2.56, -1.46], [-1.39, 3.69, -1.91], [-2.25, 2.72, -3.05], [-0.01, 2.04, -2.70], [-1.23, 0.85, -2.50], [-1.61, 2.55, 0.61]]
}


{
  "formula": "C19H57O13",
  "method": "ωB97M-V/def2-TZVPD",
  "total_charge": -1,
  "relative_energy_ev": 2.558,
  "energy_ha": -1735.8236,
  "homo_lumo_gap_ev": 8.520,
  "e_homo_ev": -5.90,
  "e_lumo_ev": 2.62,
  "species": ["C", "O", "O", "O", "H", "C", "O", "H", "H", "H", "H", "C", "O", "H", "H", "H", "H", "C", "O", "H", "H", "H", "H", "C", "O", "H", "H", "H", "H", "C", "O", "H", "H", "H", "H", "C", "O", "H", "H", "H", "H", "C", "C", "C", "O", "H", "H", "H", "H", "H", "H", "H", "H", "C", "C", "C", "O", "H", "H", "H", "H", "H", "H", "H", "H", "C", "C", "C", "O", "H", "H", "H", "H", "H", "H", "H", "H", "C", "C", "C", "O", "H", "H", "H", "H", "H", "H", "H", "H"],
  "xyz": [[-0.53, -0.63, 0.10], [-0.79, -1.27, 1.17], [0.83, -0.42, -0.14], [-1.31, -0.23, -0.79], [1.30, -0.75, 0.42], [-0.03, -3.28, 4.34], [-0.09, -3.38, 2.92], [-0.40, -4.10, 4.78], [-0.60, -2.46, 4.67], [0.91, -3.30, 4.64], [-0.34, -2.58, 2.66], [-4.33, -1.20, 0.82], [-3.49, -1.95, 1.57], [-5.23, -1.65, 0.79], [-3.95, -0.67, -0.04], [-4.85, -0.36, 1.30], [-2.44, -1.86, 1.39], [3.32, -3.18, 2.60], [2.49, -2.01, 2.35], [4.01, -3.15, 3.41], [3.72, -3.71, 1.82], [2.62, -3.96, 2.97], [1.50, -2.26, 2.51], [-1.76, 1.18, -3.85], [-0.63, 0.99, -3.04], [-1.63, 0.91, -4.99], [-2.11, 2.22, -3.80], [-2.57, 0.75, -3.44], [-0.83, 0.49, -2.42], [-0.83, -2.75, -3.11], [-1.92, -2.49, -2.26], [0.06, -2.47, -2.79], [-0.80, -2.53, -4.09], [-0.62, -3.83, -3.30], [-1.71, -1.74, -1.60], [1.39, -4.27, -0.67], [0.66, -5.49, -0.56], [1.56, -3.96, -1.60], [2.43, -4.23, -0.32], [0.70, -3.55, -0.24], [0.12, -5.32, 0.39], [3.86, -0.07, -2.51], [3.75, -1.55, -2.16], [3.58, -2.27, -3.56], [4.86, -1.92, -1.50], [2.95, 0.26, -3.10], [4.55, 0.04, -3.17], [3.81, 0.58, -1.66], [2.86, -1.67, -1.49], [3.10, -3.45, -3.46], [4.50, -2.18, -3.87], [2.88, -1.69, -4.30], [4.98, -1.41, -0.60], [-2.54, 1.77, 4.42], [-1.32, 1.03, 3.90], [-0.21, 0.75, 4.86], [-1.86, -0.21, 3.44], [-3.33, 1.94, 3.94], [-2.45, 2.90, 4.54], [-2.84, 1.51, 5.38], [-0.77, 1.70, 2.97], [0.29, -0.12, 4.40], [-0.57, 0.46, 5.88], [0.43, 1.52, 5.29], [-1.43, -0.26, 2.64], [0.93, 5.10, -1.47], [1.11, 3.70, -2.20], [2.28, 3.71, -3.20], [1.24, 2.68, -1.35], [1.78, 5.32, -0.99], [0.09, 4.95, -0.75], [0.35, 5.83, -2.09], [0.08, 3.74, -2.66], [2.09, 4.31, -3.93], [2.50, 2.75, -3.70], [3.04, 4.26, -2.74], [0.89, 1.78, -1.70], [-2.85, 3.43, -1.02], [-2.21, 2.85, 0.16], [-2.09, 3.88, 1.34], [-3.03, 1.85, 0.62], [-3.68, 4.08, -0.90], [-3.06, 2.54, -1.80], [-2.16, 4.02, -1.63], [-1.16, 2.59, 0.10], [-1.35, 4.65, 1.18], [-2.00, 3.31, 2.13], [-3.03, 4.38, 1.39], [-2.63, 1.08, 0.31]]
}


Question: What is the formula in the fifth record?
Answer: C10H20OSi


Question: Number 6 is which compound?
Answer: C19H57O13